Entry 1:
{"formula": "C21H33N5O2", "method": "wB97M-V/def2-TZVPD", "spin_multiplicity": 1, "orbital_gap_ev": 7.6, "relative_energy_kcal_mol": 113.9, "largest_force_ev_per_a": 1.492, "e_tot_ha": -1244.16229, "smiles": "CC(C)N1CCC(N2CCN(Cc3cccc4nonc34)C[C@H]2CCO)CC1", "homo_ev": -8.1, "symbols": ["C", "C", "C", "N", "C", "C", "C", "N", "C", "C", "N", "C", "C", "C", "C", "C", "C", "N", "O", "N", "C", "C", "C", "C", "C", "O", "C", "C", "H", "H", "H", "H", "H", "H", "H", "H", "H", "H", "H", "H", "H", "H", "H", "H", "H", "H", "H", "H", "H", "H", "H", "H", "H", "H", "H", "H", "H", "H", "H", "H", "H"], "positions_angstrom": [[-0.11948, 6.32073, -2.23933], [0.94049, 5.29228, -2.63982], [0.91734, 5.06213, -4.15754], [0.80237, 4.08833, -1.83264], [1.99265, 3.26622, -1.76687], [1.86746, 2.27589, -0.61222], [0.63978, 1.37761, -0.81332], [0.58921, 0.37155, 0.23279], [-0.00704, 0.76282, 1.48981], [0.41251, -0.21513, 2.58591], [0.02648, -1.55964, 2.20611], [0.28470, -2.53264, 3.25899], [-0.42004, -3.81795, 2.94003], [-1.78302, -3.92041, 2.89972], [-2.45842, -5.11998, 2.55780], [-1.79539, -6.26641, 2.23735], [-0.38922, -6.21226, 2.26275], [0.53650, -7.12086, 2.01574], [1.70636, -6.51569, 2.19556], [1.59260, -5.24047, 2.55456], [0.29686, -4.99086, 2.61337], [0.71346, -1.91243, 0.97559], [0.25708, -0.98564, -0.15372], [-1.23048, -1.22645, -0.48786], [-1.49397, -2.54902, -1.20992], [-1.36351, -3.69163, -0.39647], [-0.58382, 2.29402, -0.95744], [-0.35665, 3.26688, -2.11349], [-0.17331, 6.38952, -1.15648], [0.14229, 7.29595, -2.64174], [-1.10027, 6.05011, -2.62191], [1.91986, 5.70984, -2.37440], [1.66542, 4.32711, -4.44601], [1.13565, 5.99347, -4.67365], [-0.06042, 4.71199, -4.48003], [2.85681, 3.91462, -1.60097], [2.16210, 2.70350, -2.70397], [1.76449, 2.83205, 0.31921], [2.76420, 1.65913, -0.54882], [0.77248, 0.83898, -1.75976], [-1.10796, 0.79523, 1.44655], [0.35422, 1.75833, 1.75287], [1.50326, -0.13908, 2.73843], [-0.09029, 0.05040, 3.51986], [1.36105, -2.72895, 3.39048], [-0.11496, -2.12633, 4.19348], [-2.37374, -3.04769, 3.13786], [-3.53869, -5.11024, 2.55500], [-2.29901, -7.18043, 1.97212], [1.80642, -1.81869, 1.09425], [0.48047, -2.94385, 0.71343], [0.85162, -1.22198, -1.04437], [-1.80799, -1.20359, 0.43851], [-1.57920, -0.42219, -1.13702], [-2.50670, -2.52132, -1.64255], [-0.77979, -2.68903, -2.02545], [-1.90098, -3.56241, 0.39447], [-0.72414, 2.87037, -0.04326], [-1.48990, 1.71542, -1.14454], [-1.23075, 3.91067, -2.21877], [-0.23699, 2.68807, -3.04824]], "forces_ev_per_a": [[0.3, -0.2, 0.0], [-0.1, 0.3, -0.1], [0.1, 0.0, 0.4], [0.1, -0.1, 0.0], [0.1, 0.0, 0.3], [0.0, -0.1, -0.5], [0.1, 0.3, 0.2], [0.0, -0.1, 0.1], [0.1, -0.1, 0.2], [-0.1, 0.3, 0.0], [0.1, 0.0, 0.1], [-0.1, 0.2, -0.1], [-0.4, 0.2, 0.1], [0.7, 0.4, 0.2], [-0.1, -0.7, -0.2], [-0.5, 0.0, 0.0], [1.3, 0.7, 0.2], [-1.0, -0.5, -0.2], [0.2, -0.1, 0.0], [-0.1, 1.0, 0.3], [0.0, -1.4, -0.3], [0.1, -0.1, -0.3], [-0.1, -0.3, 0.1], [0.4, -0.2, -0.2], [-0.3, 0.4, -0.2], [0.0, -0.4, 0.3], [0.1, -0.2, -0.3], [-0.2, 0.0, 0.2], [0.0, 0.0, 0.1], [0.0, 0.1, -0.1], [-0.1, 0.0, -0.1], [-0.1, 0.0, 0.0], [0.1, -0.1, -0.1], [0.0, 0.1, -0.1], [-0.1, 0.0, -0.1], [0.0, 0.0, -0.1], [0.0, 0.0, 0.0], [0.0, 0.0, 0.1], [0.0, -0.1, 0.0], [0.0, 0.0, 0.0], [0.0, 0.1, 0.1], [-0.1, 0.0, 0.0], [0.0, 0.0, 0.0], [0.0, 0.0, 0.0], [-0.1, 0.1, 0.1], [0.1, 0.0, 0.0], [0.0, 0.1, 0.0], [-0.1, 0.0, 0.0], [-0.1, -0.1, 0.0], [0.0, 0.0, 0.0], [0.0, 0.0, 0.0], [0.0, 0.0, 0.0], [-0.1, 0.1, 0.0], [-0.1, 0.0, 0.0], [0.2, 0.0, 0.0], [-0.1, 0.1, 0.0], [0.1, -0.1, 0.0], [-0.1, 0.0, 0.1], [0.0, 0.0, 0.0], [0.0, 0.0, -0.1], [0.0, 0.1, 0.0]], "mulliken_charge": [-1.593, 0.236, -1.399, 0.267, -0.816, -0.740, -1.002, 0.451, -0.520, -1.210, 0.430, -1.274, 0.250, -0.450, -0.547, -0.735, 0.945, -0.602, -0.049, -0.594, 0.747, -1.503, 0.000, -0.064, -1.091, -0.466, -0.515, -0.964, 0.371, 0.472, 0.346, 0.354, 0.354, 0.464, 0.294, 0.490, 0.329, 0.284, 0.361, 0.315, 0.238, 0.593, 0.341, 0.470, 0.445, 0.505, 0.410, 0.388, 0.434, 0.336, 0.643, 0.599, 0.191, 0.124, 0.327, 0.449, 0.315, 0.289, 0.435, 0.508, 0.336]}

Entry 2:
{"formula": "C21H33O11PdS3", "method": "wB97M-V/def2-TZVPD", "spin_multiplicity": 3, "orbital_gap_ev": [6.2, 6.2], "charge": -1, "relative_energy_kcal_mol": 74.6, "largest_force_ev_per_a": 4.467, "e_tot_ha": -2969.91793, "homo_ev": [-4.1, -4.1], "symbols": ["Pd", "C", "C", "C", "O", "H", "H", "H", "H", "H", "H", "H", "C", "C", "C", "O", "C", "C", "C", "O", "O", "O", "H", "H", "C", "C", "C", "S", "O", "O", "C", "H", "H", "H", "H", "H", "H", "H", "H", "C", "C", "C", "S", "O", "O", "C", "H", "H", "H", "H", "H", "H", "H", "H", "C", "C", "C", "S", "O", "O", "C", "H", "H", "H", "H", "H", "H", "H", "H"], "positions_angstrom": [[0.33330, -0.08262, 0.24477], [1.62768, -1.98391, -3.49964], [2.34874, -1.83441, -2.18982], [3.77253, -1.28437, -2.50126], [1.70961, -1.11151, -1.21421], [2.24682, -2.32286, -4.33022], [1.17874, -1.06825, -3.88452], [0.77577, -2.66375, -3.51261], [2.62763, -2.80009, -1.76816], [3.97291, -0.35349, -3.03176], [4.28594, -2.09228, -3.02258], [4.28433, -1.13547, -1.55047], [-3.45487, 0.73165, -2.02350], [-4.70231, -0.01289, -2.08768], [-4.78114, -1.33788, -1.19109], [-5.78085, -2.05365, -1.36779], [-3.63475, -1.77896, -0.40335], [-2.52550, -1.03622, -0.50123], [-2.37278, 0.24593, -1.25067], [-1.22970, 0.81826, -1.39595], [-1.54572, -1.53175, 0.25173], [-5.70458, 0.26403, -2.83203], [-3.44021, 1.62340, -2.63255], [-3.69170, -2.79036, -0.02890], [1.60644, -4.73266, 2.65013], [2.09668, -4.21835, 1.30839], [3.12334, -3.10270, 1.54553], [2.20564, -2.09109, 2.70166], [1.26148, -1.19067, 1.95533], [3.08702, -1.48360, 3.69907], [1.24424, -3.43240, 3.41639], [2.43975, -5.24920, 3.12646], [0.70782, -5.34660, 2.58970], [1.28097, -3.73218, 0.77327], [2.48391, -5.02753, 0.68920], [3.33604, -2.40139, 0.73867], [3.96926, -3.61786, 2.00065], [0.17516, -3.25699, 3.53633], [1.67720, -3.59861, 4.40280], [2.01116, 3.43306, -3.02355], [1.17920, 4.21298, -1.98246], [1.89367, 4.15384, -0.68350], [2.56679, 2.45924, -0.50870], [1.67941, 1.56898, 0.19112], [3.98827, 2.54810, -0.12145], [2.32456, 2.10354, -2.37576], [2.95049, 3.93662, -3.25202], [1.41912, 3.27149, -3.92438], [0.13822, 3.91190, -1.86496], [1.25049, 5.26437, -2.26102], [1.30936, 4.31791, 0.22191], [2.74833, 4.82723, -0.61876], [1.42367, 1.50779, -2.52267], [3.16554, 1.44897, -2.60464], [-4.31857, 1.25981, 2.65741], [-4.15605, 2.31195, 1.56853], [-2.73719, 3.10225, 1.68483], [-1.58505, 2.03778, 2.59963], [-0.90310, 2.78655, 3.61694], [-0.82652, 1.15083, 1.70072], [-2.90301, 1.00894, 3.34319], [-4.84538, 0.40778, 2.22775], [-5.02976, 1.60206, 3.40919], [-4.91721, 3.08586, 1.66754], [-4.23858, 1.79170, 0.61425], [-3.02609, 3.93011, 2.33236], [-2.19880, 3.48187, 0.81642], [-2.84646, 1.15465, 4.42193], [-2.51135, -0.00486, 3.26006]], "forces_ev_per_a": [[-2.1, -2.0, -2.5], [-1.2, -0.4, -1.3], [0.5, 1.4, 0.5], [0.5, -0.4, 0.7], [0.0, 0.7, 0.5], [0.5, -0.2, 0.1], [0.2, 0.5, 0.4], [-0.1, -0.2, 0.5], [-0.2, -0.9, -0.2], [-0.7, 0.0, -0.4], [0.3, 0.1, -0.2], [0.1, -0.1, 0.2], [-1.2, -1.3, 1.0], [-1.5, 0.4, -0.9], [-1.0, -1.3, -1.2], [0.9, 0.9, 0.6], [-3.1, 1.0, -2.1], [2.5, -1.6, 3.3], [-0.3, 1.4, -2.8], [0.6, -0.8, 1.8], [1.4, 2.2, -1.1], [2.9, -0.6, 2.1], [0.5, 0.1, 0.0], [0.3, 0.2, 0.4], [-0.2, 1.4, -0.3], [-0.4, 0.2, -1.5], [-0.8, -0.7, 0.4], [-0.8, 2.2, -0.1], [2.1, -2.0, 1.8], [-0.9, -0.6, -0.9], [0.6, -1.2, 1.3], [-0.2, -0.2, 0.3], [0.3, -0.2, -0.2], [-0.3, -0.3, -0.2], [0.1, 0.2, -0.1], [0.1, -0.4, -0.4], [0.4, 0.9, 0.2], [0.2, 0.4, -0.5], [-0.2, 0.6, 0.3], [0.4, -0.4, 0.4], [0.4, 1.0, -0.6], [0.7, -0.7, 2.0], [1.5, 0.3, -2.7], [0.5, 1.0, 1.0], [-2.1, -0.2, -0.5], [-0.3, -0.7, 1.4], [-0.2, 0.4, -0.1], [0.2, 0.1, -0.1], [0.1, -0.3, -0.4], [-0.6, 0.1, -0.2], [-0.3, 0.0, -0.1], [0.1, -0.2, -0.2], [0.0, -0.4, 0.8], [0.1, 0.6, -0.5], [1.0, 0.3, 1.2], [1.7, 0.7, -1.0], [-1.3, -0.8, 0.5], [-1.5, -1.5, -0.8], [0.4, 0.2, 0.0], [-1.0, 1.7, 1.3], [-0.2, -0.8, -0.1], [0.8, -0.4, 0.0], [0.3, 0.2, 0.3], [0.0, -0.2, -0.3], [0.1, 0.4, -0.2], [0.8, 0.1, 0.2], [-0.5, -0.3, -0.3], [-0.4, 0.6, 0.0], [-0.2, -0.1, -0.6]], "lowdin_spin": [1.580, -0.001, 0.012, 0.005, 0.067, 0.000, 0.000, 0.000, 0.000, 0.000, 0.001, 0.000, 0.002, 0.000, 0.000, -0.004, 0.001, 0.007, 0.006, 0.092, 0.119, -0.002, 0.000, 0.000, 0.000, 0.000, -0.001, 0.006, 0.026, 0.004, 0.003, 0.000, 0.000, 0.000, 0.000, 0.000, 0.000, 0.000, 0.000, 0.000, 0.000, 0.003, 0.006, 0.025, 0.004, -0.001, 0.000, 0.000, 0.000, 0.000, 0.000, 0.000, 0.000, 0.000, 0.000, 0.000, 0.001, 0.005, 0.004, 0.027, 0.001, 0.000, 0.000, 0.000, 0.000, 0.000, 0.000, 0.000, 0.000]}

Entry 3:
{"formula": "C21H34AsFeIN5O5", "method": "wB97M-V/def2-TZVPD", "spin_multiplicity": 5, "orbital_gap_ev": [4.6, 5.8], "charge": -1, "relative_energy_kcal_mol": 65.6, "largest_force_ev_per_a": 0.495, "e_tot_ha": -5267.74538, "homo_ev": [-2.6, -3.8], "symbols": ["Fe", "O", "C", "O", "C", "O", "O", "I", "C", "C", "C", "C", "N", "C", "H", "H", "H", "H", "C", "H", "H", "H", "C", "N", "C", "N", "C", "N", "C", "N", "C", "C", "H", "H", "H", "H", "H", "H", "H", "H", "H", "H", "H", "H", "C", "C", "As", "C", "C", "C", "C", "H", "H", "H", "H", "H", "H", "H", "H", "H", "H", "H", "H", "H", "H", "H", "O", "C"], "positions_angstrom": [[0.36480, 0.73291, -0.68255], [-0.60557, -1.60586, 3.50569], [0.22873, -1.44906, 2.61662], [-0.18232, -1.39872, 1.26404], [1.62726, -1.18256, 2.62330], [2.44963, -1.05352, 3.52240], [1.99103, -0.91152, 1.28084], [5.45510, -1.09889, -3.29598], [4.17415, 0.47435, -2.88070], [4.32319, 1.70336, -3.49911], [3.43230, 2.71639, -3.19168], [2.42665, 2.45686, -2.27401], [2.28860, 1.27386, -1.67866], [3.13781, 0.28884, -1.97280], [5.12118, 1.86370, -4.21293], [3.50439, 3.69130, -3.65335], [1.69626, 3.21470, -2.02355], [2.95851, -0.65304, -1.46910], [-1.07006, 1.71820, -1.89064], [-0.94744, 2.79276, -2.10072], [-2.10365, 1.58680, -1.54678], [-1.03202, 1.21746, -2.86946], [-1.21350, 2.12247, 1.50484], [0.23113, 2.09512, 1.16841], [0.98093, 1.94667, 2.44230], [0.69656, 3.04343, 3.36783], [-0.74121, 3.03389, 3.64550], [-1.53858, 3.21074, 2.42731], [-1.14508, 4.47323, 1.80307], [0.28888, 4.52476, 1.48788], [0.58971, 3.40864, 0.59306], [1.03424, 4.31085, 2.73285], [-1.46687, 1.16413, 1.96432], [-1.77547, 2.23812, 0.57938], [2.04864, 1.90278, 2.22364], [0.68798, 1.01475, 2.91550], [-0.97286, 3.84558, 4.33996], [-1.00396, 2.08159, 4.10878], [-1.38196, 5.29468, 2.48364], [-1.71221, 4.60425, 0.87886], [1.66229, 3.40360, 0.38388], [0.03368, 3.53133, -0.33624], [0.80908, 5.12777, 3.42326], [2.10390, 4.32405, 2.51033], [-3.77317, -2.34056, -3.56550], [-4.09247, -1.90960, -2.13919], [-2.50358, -1.67289, -0.99495], [-1.96824, -3.55015, -0.77993], [-0.94666, -4.01566, -1.81166], [-3.49681, -1.56326, 0.69659], [-4.29510, -0.27126, 0.82434], [-4.66369, -2.32293, -4.19970], [-3.37135, -3.35468, -3.60015], [-3.03098, -1.68174, -4.02241], [-4.77293, -2.61904, -1.65711], [-4.59125, -0.93750, -2.15268], [-2.86632, -4.17581, -0.76469], [-1.52450, -3.58953, 0.21762], [-1.35632, -4.02883, -2.82388], [-0.59282, -5.02610, -1.58885], [-0.08313, -3.34890, -1.80776], [-2.75024, -1.62708, 1.48977], [-4.14617, -2.44044, 0.77459], [-3.64788, 0.60297, 0.72446], [-4.78646, -0.20374, 1.79807], [-5.07101, -0.18696, 0.05972], [0.95702, -1.26461, -0.75098], [0.86381, -0.94257, 0.48280]], "forces_ev_per_a": [[0.1, -0.4, 0.0], [0.0, 0.0, 0.0], [-0.2, 0.0, 0.0], [-0.1, 0.0, -0.2], [0.2, 0.2, 0.0], [0.0, 0.0, 0.0], [0.0, 0.0, -0.2], [0.1, -0.1, 0.0], [-0.3, 0.1, 0.2], [0.2, 0.0, -0.1], [-0.1, 0.0, 0.2], [0.2, 0.0, -0.2], [-0.2, 0.0, 0.0], [0.2, 0.1, 0.0], [0.0, 0.0, 0.0], [0.0, 0.0, 0.0], [-0.1, 0.0, 0.0], [0.0, 0.0, 0.0], [0.1, 0.0, -0.1], [0.0, 0.0, 0.0], [0.0, 0.0, 0.0], [0.0, 0.0, 0.0], [0.0, 0.0, 0.1], [0.0, 0.1, -0.1], [0.0, 0.0, -0.1], [0.0, 0.0, 0.0], [0.0, 0.0, 0.0], [0.1, 0.0, 0.0], [0.0, 0.0, 0.0], [0.0, -0.1, 0.0], [0.0, 0.1, 0.1], [0.0, 0.0, 0.0], [0.0, 0.0, 0.0], [0.0, 0.0, 0.0], [0.0, 0.0, 0.0], [0.0, -0.1, 0.0], [0.0, 0.0, 0.0], [0.0, 0.0, 0.0], [0.0, 0.0, 0.0], [0.0, 0.0, 0.0], [0.0, 0.0, 0.0], [0.0, 0.0, 0.0], [0.0, 0.0, 0.0], [0.0, 0.0, 0.0], [0.0, 0.0, -0.1], [-0.1, -0.1, 0.0], [0.1, 0.2, 0.0], [0.0, 0.0, 0.1], [0.0, 0.0, 0.0], [0.0, 0.0, 0.0], [0.0, 0.0, 0.0], [0.0, 0.0, 0.0], [0.0, 0.0, 0.0], [0.0, 0.0, 0.0], [0.0, 0.0, 0.0], [0.0, 0.0, 0.0], [0.0, 0.0, 0.0], [0.0, 0.0, 0.0], [0.0, 0.0, 0.0], [0.0, 0.0, 0.0], [0.0, 0.0, 0.0], [0.0, 0.0, 0.0], [0.0, 0.0, 0.0], [0.0, 0.0, 0.0], [0.0, 0.0, 0.0], [0.0, 0.0, 0.0], [-0.1, 0.4, 0.0], [0.0, -0.1, 0.5]], "lowdin_spin": [3.360, 0.216, 0.193, -0.036, 0.185, 0.211, -0.035, 0.001, 0.001, -0.003, 0.001, 0.002, 0.030, 0.001, 0.000, 0.000, 0.001, -0.001, 0.027, 0.008, 0.008, 0.011, 0.004, 0.017, 0.005, 0.002, 0.000, 0.001, 0.000, 0.000, 0.003, 0.000, 0.001, 0.002, 0.000, 0.002, 0.000, 0.000, 0.000, 0.000, 0.000, 0.002, 0.000, 0.000, 0.000, 0.002, 0.006, 0.000, -0.001, 0.000, 0.000, 0.000, 0.000, 0.000, 0.000, 0.000, 0.000, 0.000, 0.000, 0.000, -0.001, 0.000, 0.000, 0.000, 0.000, 0.000, -0.042, -0.183]}